No. 1
{
  "formula": "C5H7ClO2",
  "method": "wB97M-V/def2-TZVPD",
  "orbital_gap_ev": 9.39,
  "homo_ev": -9.318,
  "species": ["C", "C", "C", "C", "C", "H", "H", "H", "H", "H", "H", "H", "O", "O", "Cl"],
  "xyz": [[-1.78300, 0.88082, 0.45145], [-0.31850, 0.82697, 0.36283], [0.37950, -0.16238, -0.31314], [-0.05974, -1.44227, -1.07080], [1.84384, 0.08103, -0.28127], [-2.24943, 0.07898, -0.34660], [-2.31864, 2.02171, 0.59282], [-2.22191, 0.33315, 1.50307], [-1.02535, -0.89507, -1.97280], [1.28173, -1.94510, -1.63775], [-0.65476, -2.33086, 0.01439], [1.86862, 0.08919, 1.79563], [2.37056, 0.18182, 1.00931], [2.55867, 0.12285, -1.28159], [0.32842, 2.15916, 1.17444]],
  "atomic_forces_ev_per_a": [[-4.7, -1.6, 1.6], [-0.7, -2.4, -1.7], [-0.2, 1.3, 1.1], [-0.5, 0.3, 0.2], [1.6, -0.6, -0.1], [0.8, 2.6, 1.6], [1.7, -3.4, -1.1], [1.5, 1.4, -2.5], [3.1, -2.6, 2.6], [-4.7, 1.4, 1.5], [1.8, 2.5, -3.8], [-1.6, -0.2, 0.5], [2.3, 0.1, -3.1], [-1.4, 0.0, 2.8], [1.0, 1.0, 0.5]]
}

=====

No. 2
{
  "formula": "C6H10N2O2",
  "method": "wB97M-V/def2-TZVPD",
  "smiles": "NC(=O)C/C=C\\CC(N)=O",
  "orbital_gap_ev": 9.48,
  "homo_ev": -9.010,
  "species": ["C", "C", "C", "C", "C", "C", "H", "H", "H", "H", "H", "H", "H", "H", "H", "H", "N", "N", "O", "O"],
  "xyz": [[1.12874, -2.01633, -0.15307], [-0.35283, -1.89958, -0.41287], [-0.81523, -0.85987, -1.42685], [-1.17163, 0.44869, -1.16939], [-1.61584, 1.04261, 0.14108], [-0.50043, 2.00173, 0.69107], [2.73149, -1.15225, 0.53228], [1.30071, -0.03719, 0.47118], [-0.66905, -2.89452, -0.78034], [-0.78429, -1.75213, 0.56782], [-0.80883, -1.12563, -2.48009], [-1.19046, 1.13471, -2.01388], [-1.79609, 0.34369, 0.94501], [-2.53725, 1.61237, -0.01964], [-0.20027, 3.73473, 1.72009], [-1.87651, 3.39191, 1.24767], [1.76496, -0.90198, 0.27480], [-0.89225, 3.17217, 1.20604], [1.76553, -3.06915, -0.28287], [0.69508, 1.63783, 0.71089]],
  "atomic_forces_ev_per_a": [[1.6, -0.4, -0.3], [-1.2, -0.7, -1.1], [0.0, 2.5, 1.0], [0.2, -2.6, -0.3], [1.4, 1.4, -0.1], [1.4, -1.7, -0.1], [-0.9, 0.9, -0.1], [0.0, 0.7, 0.1], [0.2, 0.4, 0.4], [-0.4, 0.2, 0.3], [0.6, -0.1, 0.1], [-0.4, -0.2, 0.0], [0.0, -0.5, 0.0], [0.1, -0.1, 0.0], [-0.7, -0.5, -0.5], [0.3, 0.1, 0.1], [0.9, -1.7, -0.1], [0.1, 0.6, 0.4], [-1.1, 0.7, 0.0], [-2.1, 0.9, 0.0]]
}

=====

No. 3
{
  "formula": "C4H26NO12",
  "method": "wB97M-V/def2-TZVPD",
  "multiplicity": 2,
  "orbital_gap_ev": [10.52, 5.24],
  "homo_ev": [-10.898, -10.881],
  "species": ["C", "C", "C", "O", "N", "C", "O", "O", "H", "H", "H", "H", "H", "H", "H", "H", "H", "H", "O", "H", "H", "O", "H", "H", "O", "H", "H", "O", "H", "H", "O", "H", "H", "O", "H", "H", "O", "H", "H", "O", "H", "H", "O"],
  "xyz": [[0.22254, 0.73966, -1.06590], [-0.83631, 1.49776, -2.03532], [-2.15671, 0.60570, -2.26159], [-3.13969, 1.28193, -1.51850], [1.43218, 0.33444, -1.82108], [2.61682, -0.05861, -1.20610], [2.56397, -0.19412, 0.08440], [3.55776, -0.36917, -1.91861], [0.16624, 1.29768, -0.16339], [-0.15234, -0.24588, -0.73822], [-0.98722, 2.41401, -1.49038], [-0.50155, 1.74725, -3.05634], [-1.97146, -0.44507, -1.97023], [-2.49630, 0.73193, -3.34325], [1.44302, 0.60251, -2.77546], [1.64304, 0.06256, 0.71520], [-1.02468, 0.90423, 1.19531], [-2.01956, 2.03706, 0.89512], [-1.12131, 1.90461, 1.17215], [-2.12599, -0.70815, 1.98936], [-2.88365, -1.03142, 0.17410], [-1.60276, -0.67121, 1.24126], [2.47924, 2.60171, 0.71662], [1.63831, 3.57644, 1.41065], [2.34062, 3.49564, 0.82354], [-3.79176, 0.59433, -1.22959], [-3.36748, -2.16081, -1.00035], [-3.65903, -1.53758, -0.36318], [-0.02324, 2.66722, 2.53344], [1.16695, 1.84608, 2.95527], [0.81240, 2.75148, 2.89954], [-1.04310, -2.11423, 1.22712], [-0.98422, -3.16601, 2.29708], [-0.65670, -2.99662, 1.41018], [1.17701, -2.84748, 1.38346], [2.49833, -2.20391, 1.02036], [1.98279, -2.47000, 1.70512], [-0.74738, -2.96103, -1.60649], [-1.78252, -3.26158, -0.50014], [-1.52822, -3.44975, -1.38480], [1.31316, -0.83037, 1.95854], [-0.08244, -0.30886, 1.57148], [0.86972, 0.02399, 1.84787]],
  "atomic_forces_ev_per_a": [[-0.9, -0.9, -4.8], [0.3, -2.5, 0.1], [0.8, 2.4, -0.8], [-1.2, -1.5, 1.1], [-1.9, 2.1, 2.6], [0.9, -1.6, 1.1], [-0.5, 0.6, -0.4], [-0.4, 0.6, -0.1], [1.4, 1.0, 1.1], [-0.4, -0.2, 0.0], [-0.8, 0.3, -0.1], [0.7, -0.1, 0.6], [-0.3, 0.5, -0.2], [0.9, -0.8, 1.0], [0.3, 0.0, -1.3], [0.7, 0.0, 0.0], [-1.3, 1.1, 0.3], [-0.8, 0.1, -0.3], [1.0, -0.5, 0.0], [-1.7, 0.1, 2.6], [-1.4, -2.0, -1.6], [2.0, 0.5, -2.9], [0.5, -2.9, -0.1], [-2.0, 0.0, 2.1], [1.8, 2.9, -2.2], [0.5, 0.7, -0.2], [1.0, -0.7, -0.8], [0.5, 2.8, 2.3], [-2.8, -0.5, -1.2], [-0.4, 0.5, -0.1], [2.9, 0.1, 1.7], [-0.3, 0.7, -0.1], [0.1, -0.3, 0.1], [0.3, -1.0, 0.0], [-1.3, -0.7, -0.4], [2.5, 0.9, -3.2], [-1.0, -0.3, 3.8], [0.5, 0.3, 0.2], [0.2, 0.2, 1.5], [-0.6, -0.7, -1.7], [0.4, -1.1, 1.0], [0.5, 0.2, 0.8], [-0.7, -0.1, -1.5]]
}

=====

No. 4
{
  "formula": "C7H12",
  "method": "wB97M-V/def2-TZVPD",
  "smiles": "C[C@@H]1[C@H]2C[C@@H]3[C@H]2[C@H]13.[H][H]",
  "orbital_gap_ev": 10.67,
  "homo_ev": -9.400,
  "species": ["C", "C", "C", "C", "C", "C", "C", "H", "H", "H", "H", "H", "H", "H", "H", "H", "H", "H", "H"],
  "xyz": [[1.73111, -0.20515, -0.90919], [0.50913, 0.60313, -0.49176], [0.34900, 0.66768, 1.04746], [-0.90971, 1.53309, 1.27747], [-1.67274, 0.38295, 0.64080], [-0.79696, -0.18696, -0.47220], [-0.58227, -0.59753, 0.95862], [1.73770, -0.42609, -1.98334], [1.77750, -1.15973, -0.36867], [2.64719, 0.35053, -0.67760], [0.49560, 1.57246, -1.01189], [0.25961, -2.36655, -1.69899], [1.23211, 0.77567, 1.68131], [-0.94177, 2.51624, 0.78974], [-1.14785, 1.63475, 2.34127], [-2.74177, 0.19511, 0.65569], [-0.10315, -2.95936, -1.96109], [-1.24544, -0.76945, -1.27231], [-0.59729, -1.56081, 1.45467]],
  "atomic_forces_ev_per_a": [[0.0, 0.0, 0.0], [0.0, 0.1, 0.0], [0.3, 0.1, 0.2], [0.0, 0.1, 0.0], [-0.3, 0.1, 0.0], [-0.1, -0.1, -0.3], [0.0, -0.3, 0.2], [0.0, 0.1, 0.2], [-0.1, 0.2, -0.1], [-0.1, -0.1, -0.1], [0.0, -0.1, 0.1], [0.0, -0.2, 0.0], [-0.1, 0.0, -0.1], [0.0, -0.1, 0.1], [0.0, 0.0, -0.2], [0.2, 0.0, 0.0], [0.1, 0.0, 0.0], [0.1, 0.1, 0.2], [0.0, 0.2, -0.1]]
}

=====

No. 5
{
  "formula": "C3H5FS",
  "method": "wB97M-V/def2-TZVPD",
  "smiles": "C=C[C@@H](F)S",
  "orbital_gap_ev": 9.97,
  "homo_ev": -9.441,
  "species": ["C", "C", "C", "F", "S", "H", "H", "H", "H", "H"],
  "xyz": [[-1.26816, -0.08608, -0.76684], [-0.64655, -0.02995, 0.40159], [0.75262, -0.46515, 0.58365], [1.03734, -1.58659, -0.12020], [2.09278, 0.88934, -0.12941], [-2.30848, 0.16184, -0.86884], [-0.75520, -0.39704, -1.66300], [-1.15282, 0.28764, 1.30257], [1.07621, -0.60654, 1.61259], [1.17226, 1.83251, -0.35212]],
  "atomic_forces_ev_per_a": [[0.1, 0.0, 0.1], [-0.2, 0.1, 0.0], [1.9, 1.6, -0.6], [0.0, -0.6, -0.2], [-1.5, -1.2, 0.8], [-0.2, 0.1, 0.1], [0.1, -0.1, -0.1], [-0.1, 0.1, 0.0], [-0.2, 0.0, 0.0], [0.0, 0.0, 0.0]]
}

=====

No. 6
{
  "formula": "C24H35KN7O8S",
  "method": "wB97M-V/def2-TZVPD",
  "total_charge": -1,
  "orbital_gap_ev": 7.82,
  "homo_ev": -5.468,
  "species": ["K", "C", "N", "C", "C", "O", "C", "O", "C", "C", "O", "N", "C", "C", "H", "H", "H", "H", "H", "H", "H", "H", "H", "H", "H", "H", "H", "H", "H", "H", "N", "C", "C", "C", "C", "C", "C", "S", "O", "O", "N", "C", "N", "C", "C", "C", "N", "H", "H", "H", "H", "H", "H", "H", "H", "H", "C", "C", "C", "O", "C", "O", "O", "H", "H", "H", "H", "H", "H", "H", "C", "C", "N", "H", "H", "H"],
  "xyz": [[1.06448, 0.84145, -1.45757], [-2.32534, 1.74426, 2.58628], [-1.63537, 0.47326, 2.54673], [-2.17992, -0.57065, 3.38259], [-0.67286, 0.26491, 1.60767], [-0.17629, 1.17542, 0.97101], [-0.22380, -1.17922, 1.41909], [0.42575, -1.29102, 0.18632], [1.35542, -2.34020, 0.15384], [2.01886, -2.34449, -1.22012], [1.51375, -1.75516, -2.16463], [3.15460, -3.07423, -1.33525], [3.79317, -3.74809, -0.22049], [4.01357, -2.83452, -2.48177], [-3.40464, 1.57138, 2.56378], [-2.04938, 2.32222, 1.71013], [-2.07639, 2.31070, 3.48833], [-3.08819, -1.01160, 2.95496], [-2.43600, -0.14368, 4.35418], [-1.45264, -1.35877, 3.55935], [-1.08969, -1.85057, 1.44931], [0.45671, -1.42380, 2.24737], [0.86239, -3.31174, 0.31725], [2.10731, -2.19104, 0.93386], [3.05749, -4.09117, 0.50404], [4.52683, -3.10175, 0.26679], [4.30570, -4.63236, -0.60609], [3.41903, -2.42163, -3.29014], [4.46248, -3.77718, -2.80270], [4.79877, -2.12567, -2.20525], [-3.89902, -0.00401, -7.95320], [-3.42110, 0.51844, -6.74136], [-2.21073, 0.07338, -6.21121], [-1.71690, 0.62248, -5.04119], [-2.42633, 1.61966, -4.38774], [-3.63060, 2.06586, -4.90433], [-4.12323, 1.52363, -6.07951], [-1.78006, 2.29350, -2.88151], [-0.37048, 2.54553, -3.13414], [-2.58003, 3.45725, -2.56038], [-1.80401, 1.15208, -1.78098], [-2.95936, 0.60368, -1.36417], [-4.14244, 0.92376, -1.94377], [-5.22733, 0.32573, -1.48846], [-5.21528, -0.59454, -0.45294], [-3.96144, -0.84721, 0.08815], [-2.84963, -0.27600, -0.32953], [-3.57019, -0.93611, -8.15128], [-4.89982, 0.05675, -8.05650], [-1.65462, -0.70393, -6.72310], [-0.77723, 0.27610, -4.63021], [-4.17366, 2.83098, -4.36726], [-5.06307, 1.87693, -6.48977], [-6.16018, 0.59761, -1.97789], [-6.11149, -1.07843, -0.09349], [-3.85315, -1.55775, 0.90680], [4.39341, -1.53037, 2.82413], [3.98488, -0.27131, 2.07819], [4.83898, 0.91796, 2.51268], [2.61231, -0.00712, 2.36600], [4.14190, -0.44106, 0.53495], [5.18880, -0.95106, 0.10646], [3.15969, 0.00108, -0.11933], [4.29259, -1.37171, 3.90108], [5.42488, -1.78854, 2.58867], [3.75043, -2.36822, 2.54430], [4.72959, 1.08117, 3.58778], [4.51322, 1.81751, 1.98813], [5.88884, 0.73722, 2.27692], [2.27967, 0.31779, 1.50380], [-0.33217, 4.32595, -0.14780], [1.03795, 3.94254, -0.45654], [2.11086, 3.61945, -0.70527], [-0.34988, 5.31446, 0.30900], [-0.73617, 3.58776, 0.54257], [-0.93217, 4.32591, -1.05750]],
  "atomic_forces_ev_per_a": [[0.0, 0.0, 0.0], [0.0, 0.0, 0.0], [0.0, 0.0, 0.0], [0.0, 0.0, 0.0], [0.0, -0.1, 0.0], [0.0, 0.0, 0.0], [0.0, 0.0, 0.0], [0.0, 0.0, 0.0], [0.0, 0.0, 0.0], [0.0, -0.1, -0.1], [0.0, 0.1, 0.0], [0.0, 0.1, 0.0], [0.0, -0.1, 0.0], [0.0, 0.0, 0.0], [0.0, 0.0, 0.0], [0.0, 0.0, 0.0], [0.0, 0.0, 0.0], [0.0, 0.0, 0.0], [0.0, 0.0, 0.0], [0.0, 0.0, 0.0], [0.0, 0.0, 0.0], [0.0, 0.0, 0.0], [0.0, 0.0, 0.0], [0.0, 0.0, 0.0], [0.0, 0.0, 0.0], [0.0, 0.0, 0.0], [0.0, 0.0, 0.0], [0.0, 0.0, 0.0], [0.0, 0.0, 0.0], [0.0, 0.0, 0.0], [0.0, 0.0, 0.0], [0.0, 0.0, 0.0], [0.0, 0.0, 0.0], [0.0, 0.0, 0.0], [0.0, 0.0, 0.0], [0.0, 0.0, 0.0], [0.0, 0.0, 0.0], [0.0, 0.0, 0.0], [0.0, 0.0, 0.0], [0.0, 0.0, 0.0], [0.0, 0.0, 0.0], [0.0, 0.1, 0.1], [0.0, 0.0, 0.0], [0.0, 0.0, 0.0], [0.0, 0.0, 0.0], [0.0, 0.0, 0.0], [0.0, 0.0, -0.1], [0.0, 0.0, 0.0], [0.0, 0.0, 0.0], [0.0, 0.0, 0.0], [0.0, 0.0, 0.0], [0.0, 0.0, 0.0], [0.0, 0.0, 0.0], [0.0, 0.0, 0.0], [0.0, 0.0, 0.0], [0.0, 0.0, 0.0], [0.0, 0.0, 0.0], [0.0, 0.0, 0.0], [0.0, 0.0, 0.0], [0.1, 0.0, 0.0], [-0.1, 0.3, 0.2], [0.0, -0.1, 0.0], [0.1, -0.1, -0.2], [0.0, 0.0, 0.0], [0.0, 0.0, 0.0], [0.0, 0.0, 0.0], [0.0, 0.0, 0.0], [0.0, 0.0, 0.0], [0.0, 0.0, 0.0], [0.0, 0.0, 0.0], [0.0, 0.0, 0.0], [-0.1, 0.0, 0.0], [0.1, 0.0, 0.0], [0.0, 0.0, 0.0], [0.0, 0.0, 0.0], [0.0, 0.0, 0.0]]
}

=====

Across the entries above, energy takes the values -805.153699 -494.636265 -1125.495346 -273.792106 -615.311262 -2919.078825 hartree, respectively.
Across the entries above, energy above the lowest of the compared OMol25 structures with the same formula, charge and spin takes the values 147.0 4.7 21.9 73.1 16.2 0.0 kcal per mole, respectively.